1.
Computed, not measured: a molecular structure, C34H29N3O5S2Tc at a distorted geometry, with ωB97M-V with the def2-TZVPD basis set.

CARTESIAN COORDINATES (ANGSTROEM)
1 Tc 0.21717 0.04877 -0.12309
2 S -0.24540 1.74331 1.59339
3 C -1.52289 1.18050 2.55694
4 N -2.08974 2.03541 3.50731
5 C -3.30200 1.62384 4.17429
6 C -3.13631 0.18961 4.59925
7 N -2.88889 -0.61930 3.42772
8 C -3.65454 -1.84414 3.28689
9 C -5.08838 -1.55347 2.89310
10 C -6.11387 -1.53792 3.83027
11 C -7.41680 -1.20962 3.45977
12 C -7.70146 -0.89579 2.13935
13 C -6.68124 -0.91119 1.19403
14 C -5.38378 -1.23602 1.56688
15 C -2.03324 -0.14268 2.44001
16 S -1.62704 -1.16720 1.13037
17 C -1.66895 3.40203 3.69610
18 C -2.73463 4.37802 3.24967
19 C -3.11533 4.40287 1.90821
20 C -4.09757 5.28155 1.47332
21 C -4.71157 6.14849 2.37322
22 C -4.33991 6.12557 3.70849
23 C -3.35622 5.23813 4.14135
24 H -4.17732 1.70309 3.51501
25 H -3.47139 2.26924 5.03926
26 H -4.03715 -0.16452 5.10105
27 H -2.29680 0.12139 5.30233
28 H -3.62296 -2.40003 4.22811
29 H -3.17110 -2.44529 2.52342
30 H -5.89621 -1.79886 4.86198
31 H -8.20529 -1.19811 4.20355
32 H -8.71415 -0.64469 1.84576
33 H -6.89594 -0.66766 0.16035
34 H -4.58016 -1.23915 0.83454
35 H -0.76731 3.55181 3.10965
36 H -1.42272 3.57618 4.75161
37 H -2.63227 3.72045 1.20901
38 H -4.38314 5.28948 0.42761
39 H -5.47443 6.83869 2.03225
40 H -4.81586 6.79418 4.41689
41 H -3.06689 5.21953 5.18808
42 O 2.75970 -6.16790 -2.33488
43 C 1.87011 -5.53898 -2.94890
44 O 1.27960 -5.82070 -4.01873
45 C 1.43430 -4.20977 -2.29193
46 C 0.49054 -3.39245 -2.89551
47 C 0.13442 -2.18754 -2.31345
48 N 0.66129 -1.77509 -1.15088
49 C 1.55373 -2.57417 -0.53554
50 C 1.96711 -3.77403 -1.08428
51 C 2.04322 -2.10193 0.82854
52 O 2.88154 -2.76797 1.42582
53 O 1.48518 -1.01938 1.24856
54 H 0.04728 -3.71372 -3.82879
55 H -0.57103 -1.50121 -2.76288
56 H 2.70352 -4.36567 -0.55981
57 C -2.35795 1.80154 -0.89676
58 C -1.39560 0.70363 -1.37260
59 O -1.65677 0.26281 -2.49417
60 H -3.11465 1.98618 -1.66708
61 H -1.79113 2.71484 -0.68604
62 H -2.84193 1.48665 0.03620
63 C 1.27962 1.09534 -1.03626
64 C 2.03233 2.05502 -1.83892
65 C 1.48852 2.62332 -2.98514
66 C 2.22793 3.51433 -3.75500
67 C 3.52231 3.85185 -3.38526
68 C 4.07136 3.28898 -2.24122
69 C 3.33094 2.39619 -1.47464
70 H 0.47866 2.34164 -3.26560
71 H 1.79125 3.94522 -4.64854
72 H 4.09971 4.54491 -3.98557
73 H 5.08280 3.54233 -1.94606
74 H 3.74607 1.93815 -0.58388

Forces on atoms 1 to 6 (eV/Å):
1.603 1.349 -0.627
0.143 -0.183 -0.336
-0.243 -0.227 0.041
0.119 -0.159 0.202
0.060 0.155 -0.145
0.100 -0.185 -0.078

Its spin multiplicity is 2. As for the charge: -2. The LUMO energy (spin up / spin down) is 3.674 / 3.665 eV. As for the molecular weight: 721.76 g mol⁻¹. The HOMO-LUMO gap (spin up / spin down) is 0.188 / 0.202 Eh. As for the total energy: -2730.78275 hartree.

Mulliken population analysis, charges in e, atoms 1 to 6: 0.032 -0.301 0.001 0.171 -0.693 -0.858


2.
Computed, not measured: 5 unconnected molecules or ions with the total composition C10H17Cl4N3 at a distorted geometry, with ωB97M-V with the def2-TZVPD basis set.

CARTESIAN COORDINATES (ANGSTROEM)
1 Cl -25.30543 -15.45275 20.22425
2 C -27.08772 -15.16297 20.27456
3 C -27.93876 -16.36436 20.64855
4 Cl -27.44552 -17.05026 22.21624
5 H -27.37366 -14.63211 19.36653
6 H -27.20845 -14.45711 21.09631
7 H -27.79965 -17.20684 19.97108
8 H -29.01191 -16.18301 20.70825
9 Cl -17.27649 -15.99077 12.85598
10 C -17.35844 -14.19509 13.11526
11 C -17.55749 -13.77540 14.59609
12 Cl -19.27229 -14.12742 15.20563
13 H -18.11686 -13.74252 12.47646
14 H -16.38677 -13.84766 12.76420
15 H -17.28790 -12.72407 14.69674
16 H -16.87440 -14.38516 15.18743
17 C -18.94148 -6.38098 17.69436
18 C -20.03226 -7.09450 16.98235
19 N -20.86190 -7.70167 16.41462
20 H -19.07142 -5.30178 17.61347
21 H -17.98927 -6.69963 17.27026
22 H -18.98197 -6.81541 18.69322
23 C -21.28930 -11.12066 19.45307
24 C -21.06388 -9.93953 20.31027
25 N -20.82531 -8.96732 20.96501
26 H -22.26269 -11.61089 19.43552
27 H -20.58171 -11.84110 19.86341
28 H -21.13068 -10.95420 18.38760
29 C -23.20498 -4.78156 21.92870
30 C -24.21483 -4.87685 20.94089
31 N -25.06382 -4.86102 20.16764
32 H -23.14893 -3.76995 22.33070
33 H -22.20051 -4.92456 21.53033
34 H -23.66750 -5.45088 22.65407

Forces on atoms 1 to 6 (eV/Å):
-0.627 -0.218 -0.221
-0.086 0.675 1.043
0.537 -1.001 -0.655
-0.028 0.146 0.342
-0.060 -0.498 -0.106
0.057 0.154 -0.100

The LUMO energy is 0.420 eV. As for the molecular weight: 321.08 g mol⁻¹. The SMILES is ClCCCl.ClCCCl.CC#N.CC#N.CC#N. The HOMO-LUMO gap is 0.414 Eh. As for the total energy: -2396.20298 hartree.

Mulliken population analysis, charges in e, atoms 1 to 6: -0.184 -0.425 -0.413 -0.178 0.334 0.278


3.
Computed, not measured: 2 unconnected molecules or ions with the total composition C8H8 at a distorted geometry, with ωB97M-V with the def2-TZVPD basis set.

CARTESIAN COORDINATES (ANGSTROEM)
1 C -1.28151 -1.40384 -0.31772
2 C -1.35691 -0.38781 -1.30783
3 C -1.09760 1.06137 -0.95445
4 C -1.07705 1.37015 0.26152
5 C -1.09305 0.41494 1.25946
6 C -1.20809 -0.97405 1.00454
7 H -1.60802 -2.33710 -0.82221
8 H -1.50094 -0.74272 -2.32908
9 H -0.60134 1.86982 -1.59297
10 H -0.51407 2.26234 0.68543
11 H -1.17754 0.67994 2.35428
12 H -1.02889 -1.69542 1.82757
13 C 2.80736 -0.07174 -0.02633
14 C 3.98383 -0.16342 -0.08210
15 H 1.69342 0.42588 0.20435
16 H 5.06041 -0.30834 -0.16446

Forces on atoms 1 to 6 (eV/Å):
-1.898 2.056 -3.048
1.065 1.581 0.953
0.769 -3.163 -8.374
2.658 2.688 8.194
-1.667 -3.118 2.722
1.099 0.683 1.077

The LUMO energy is 0.885 eV. As for the molecular weight: 104.15 g mol⁻¹. The SMILES is c1ccccc1.C#C. The HOMO-LUMO gap is 0.366 Eh. As for the total energy: -309.45813 hartree.

Mulliken population analysis, charges in e, atoms 1 to 6: -0.312 -0.270 -0.110 -0.377 -0.197 -0.420